Entry 1:
Here is a molecular structure, C3H7N3O2 at a distorted geometry from the Open Molecules 2025 dataset. Energies are from ωB97M-V with the def2-TZVPD basis set.

**HOMO-LUMO gap**: 0.343 Ha
**Largest force on an atom**: 0.1453 Eh/bohr
**LUMO energy**: 0.42 eV

Geometry (Å):
C (-1.80962, 1.07701, -0.18118)
C (1.57538, 0.80749, -0.44094)
C (-0.59864, -0.65853, 0.69513)
H (-2.59988, 1.38425, 0.59024)
H (-1.56728, 1.98154, -1.39728)
H (-2.25914, 0.07188, -0.95393)
H (1.75862, 1.68576, 0.84873)
H (1.72557, -1.80141, -0.47648)
H (-1.33444, -0.56291, 1.68571)
H (0.06902, -2.38473, 1.14234)
N (-0.53631, 0.58724, 0.16375)
N (2.63746, 0.05999, -0.37407)
N (0.10264, -1.62180, 0.32856)
O (0.23732, 0.62294, -0.99148)
O (2.59931, -1.24872, -0.63909)

Mulliken atomic charges, in units of e: -0.82 0.01 0.05 0.27 0.27 0.27 0.25 0.45 0.21 0.25 0.11 -0.17 -0.57 -0.21 -0.38



Entry 2:
Here is C3H7N3OS in the gas phase at a distorted geometry from the Open Molecules 2025 dataset. Energies are from ωB97M-V with the def2-TZVPD basis set.

**HOMO-LUMO gap**: 0.359 Ha
**Largest force on an atom**: 0.0581 Eh/bohr
**SMILES**: [H]/N=C(/N)O/C(C)=N/S
**LUMO energy**: 0.79 eV

Geometry (Å):
H (-0.38516, -1.96318, 0.50287)
N (-1.38047, -1.81928, 0.29417)
C (-1.61172, -0.58832, 0.02892)
N (-2.83090, -0.16147, -0.37071)
O (-0.71837, 0.46088, 0.10807)
C (0.65665, 0.32724, 0.06084)
C (1.31970, 1.68188, 0.09136)
N (1.23803, -0.79744, -0.07454)
S (2.96833, -0.85337, -0.15018)
H (-3.08805, 0.79001, -0.26333)
H (-3.48361, -0.87532, -0.49463)
H (1.81956, 1.81315, -0.80851)
H (0.48368, 2.39950, 0.14361)
H (1.95008, 1.76579, 0.97513)
H (3.06223, -2.18007, -0.04307)

Mulliken atomic charges, in units of e: 0.37 -0.74 0.50 -0.37 -0.32 0.94 -1.25 -0.59 -0.18 0.21 0.23 0.41 0.28 0.36 0.16



Entry 3:
Here is a molecular structure, C3H7N3OS at a distorted geometry from the Open Molecules 2025 dataset. Energies are from ωB97M-V with the def2-TZVPD basis set.

**HOMO-LUMO gap (spin up / spin down)**: 0.268 / 0.293 Ha
**Largest force on an atom**: 0.0844 Eh/bohr
**LUMO energy (spin up / spin down)**: 0.44 / 0.35 eV

Geometry (Å):
C (-0.67050, -0.74743, -0.49331)
C (2.55090, -0.51041, 0.66751)
C (-0.97277, 0.55865, 0.29059)
N (0.48920, -0.99212, -0.94239)
N (0.08768, 1.64008, 0.20901)
N (-1.72910, -1.64902, -0.61930)
O (-0.44352, 2.78537, -0.46817)
S (1.79820, 0.18931, -0.53922)
H (3.60537, -0.52871, 0.72741)
H (2.02570, -1.39982, 1.19149)
H (-1.90399, 1.02872, 0.00903)
H (-0.91067, 0.29073, 1.25799)
H (0.13935, 3.52983, -0.27818)
H (-2.51237, -1.59918, 0.09761)
H (-1.55349, -2.59599, -1.11008)

Mulliken atomic charges, in units of e: 0.69 -0.47 -0.72 -0.61 -0.30 -0.47 -0.44 0.11 0.33 0.20 0.47 0.38 0.33 0.23 0.28



Entry 4:
Here is C3H7N3OS in the gas phase at a distorted geometry from the Open Molecules 2025 dataset. Energies are from ωB97M-V with the def2-TZVPD basis set.

**HOMO-LUMO gap**: 0.364 Ha
**Largest force on an atom**: 0.0232 Eh/bohr
**SMILES**: [H]/N=C\N(S)/C(CO)=N/[H]
**LUMO energy**: 0.46 eV

Geometry (Å):
H (-2.84734, 1.09146, -0.01745)
N (-2.17864, 1.83666, 0.11260)
C (-1.00638, 1.37825, 0.11058)
N (-0.55644, 0.05997, -0.05596)
S (-1.71040, -1.19778, -0.22889)
C (0.79293, -0.29280, 0.12300)
C (1.82766, 0.80972, -0.06233)
O (3.13180, 0.28809, -0.12326)
N (1.09657, -1.49976, 0.37790)
H (2.10792, -1.56186, 0.45929)
H (-0.18951, 2.07592, 0.22792)
H (-1.61384, -1.71067, 0.99053)
H (1.80013, 1.47968, 0.82764)
H (1.59007, 1.43312, -0.91954)
H (3.24900, -0.09698, -0.98946)

Mulliken atomic charges, in units of e: 0.23 -0.63 0.10 -0.17 -0.19 0.78 -0.79 -0.57 -0.66 0.28 0.38 0.16 0.35 0.39 0.33



Entry 5:
Here is C3H7N3S in the gas phase at a distorted geometry from the Open Molecules 2025 dataset. Energies are from ωB97M-V with the def2-TZVPD basis set.

**HOMO-LUMO gap**: 0.341 Ha
**Largest force on an atom**: 0.0371 Eh/bohr
**SMILES**: [H]/N=C\N(C)NC=S
**LUMO energy**: 0.49 eV

Geometry (Å):
H (-1.34791, -1.78574, -1.28088)
N (-2.02890, -1.39314, -0.64437)
C (-1.34465, -0.70169, 0.19664)
N (0.02170, -0.44325, 0.24787)
C (0.97124, -0.81140, -0.79115)
N (0.38118, 0.62052, 1.00740)
C (0.14461, 1.85412, 0.60735)
S (0.66673, 3.20486, 1.34377)
H (-1.87878, -0.05318, 0.94617)
H (1.98175, -0.93350, -0.26947)
H (0.77008, -1.86115, -1.17093)
H (1.07154, -0.06264, -1.64633)
H (1.04388, 0.42221, 1.73881)
H (-0.45247, 1.94398, -0.28487)

Mulliken atomic charges, in units of e: 0.23 -0.64 0.17 -0.07 -0.92 -0.17 -0.10 -0.34 0.36 0.30 0.40 0.27 0.23 0.29



Entry 6:
Here is C3H7N3S in the gas phase at a distorted geometry from the Open Molecules 2025 dataset. Energies are from ωB97M-V with the def2-TZVPD basis set.

**HOMO-LUMO gap**: 0.311 Ha
**Largest force on an atom**: 0.0937 Eh/bohr
**SMILES**: C1=NSCCNN1
**LUMO energy**: 0.61 eV

Geometry (Å):
C (0.72446, -1.60768, -0.87696)
N (0.94231, -2.02496, 0.34980)
S (0.63209, -1.18440, 1.77297)
C (-0.72728, 0.00348, 1.35218)
C (-0.22504, 1.25071, 0.42137)
N (0.72730, 0.84209, -0.63413)
N (0.11803, -0.29876, -1.17837)
H (0.99275, -2.20901, -1.78473)
H (-1.30902, -0.57475, 0.59235)
H (-1.54708, 0.36675, 2.12858)
H (0.16378, 1.96626, 1.14645)
H (-1.11638, 1.66849, 0.15210)
H (0.70018, 1.69851, -1.25287)
H (-0.07610, 0.10326, -2.18874)

Mulliken atomic charges, in units of e: 0.07 -0.42 -0.02 -0.68 -0.59 -0.45 -0.20 0.34 0.31 0.37 0.35 0.36 0.29 0.29



Taking the records one at a time from the top gives electronic energy values of -11779.2103; -20576.8601; -20571.8819; -20576.3741; -18528.2377; -18526.3322 eV.
Taking the records one at a time from the top gives energy above the lowest of the compared OMol25 structures with the same formula, charge and spin values of 12.103; 1.324; 6.302; 1.810; 2.233; 4.138 eV.